{"formula": "C25H39BeKLiN4O15PS", "method": "the ωB97M-V functional and the def2-TZVPD basis", "species": ["C", "C", "O", "C", "C", "O", "C", "S", "H", "H", "H", "H", "H", "H", "H", "H", "H", "H", "H", "H", "H", "C", "O", "O", "O", "H", "Li", "C", "O", "H", "H", "H", "K", "C", "C", "C", "C", "C", "C", "H", "H", "H", "H", "H", "H", "N", "O", "O", "O", "C", "C", "N", "C", "C", "N", "C", "C", "H", "H", "H", "H", "H", "H", "H", "H", "H", "H", "H", "C", "C", "C", "C", "C", "C", "N", "O", "O", "H", "H", "H", "H", "H", "O", "P", "O", "O", "O", "Be"], "positions_angstrom": [[-4.008, 1.055, 3.526], [-2.634, 0.512, 2.845], [-2.573, 1.094, 1.518], [-1.572, 0.460, 0.681], [-0.052, 0.736, 1.103], [0.484, 2.009, 0.600], [-0.176, 3.131, 1.219], [0.956, 4.510, 1.726], [-4.190, 0.613, 4.560], [-3.884, 2.203, 3.575], [-4.859, 0.833, 2.777], [-1.723, 0.838, 3.477], [-2.599, -0.641, 2.838], [-1.802, -0.669, 0.627], [-1.717, 0.905, -0.378], [0.146, 0.663, 2.226], [0.577, -0.087, 0.598], [-0.718, 2.772, 2.182], [-1.013, 3.487, 0.510], [0.188, 5.196, 2.730], [1.974, 3.876, 2.458], [1.922, -0.757, -2.273], [2.679, 0.141, -2.713], [1.012, -0.236, -1.434], [1.891, -1.972, -2.478], [1.381, 0.660, -1.558], [0.878, -2.886, -1.135], [5.477, -1.407, -1.205], [4.818, -2.407, -0.609], [6.535, -1.253, -0.912], [5.570, -1.448, -2.307], [5.073, -0.381, -1.072], [1.198, 1.784, -2.568], [9.333, 2.804, -0.882], [8.233, 2.634, -0.047], [7.042, 2.128, -0.558], [6.954, 1.782, -1.903], [8.055, 1.949, -2.738], [9.243, 2.464, -2.229], [10.261, 3.203, -0.484], [8.304, 2.897, 1.004], [6.183, 2.001, 0.092], [6.027, 1.382, -2.301], [7.986, 1.678, -3.786], [10.100, 2.599, -2.881], [4.193, -3.432, -3.901], [4.337, -2.227, -4.136], [5.166, -4.094, -3.417], [3.113, -3.990, -4.120], [-7.693, 4.232, -3.013], [-7.284, 2.800, -2.728], [-6.295, 2.669, -1.649], [-5.508, 1.550, -1.442], [-4.724, 1.807, -0.360], [-5.056, 3.074, 0.075], [-6.021, 3.572, -0.704], [-4.463, 3.785, 1.203], [-6.822, 4.849, -3.244], [-8.376, 4.267, -3.863], [-8.205, 4.674, -2.154], [-6.849, 2.362, -3.630], [-8.158, 2.204, -2.450], [-5.607, 0.706, -2.102], [-3.964, 1.243, 0.161], [-6.483, 4.540, -0.583], [-5.245, 4.013, 1.929], [-4.013, 4.711, 0.840], [-3.698, 3.170, 1.673], [-1.062, -5.017, 6.058], [0.021, -4.431, 5.408], [-0.072, -4.100, 4.061], [-1.258, -4.356, 3.374], [-2.343, -4.950, 4.017], [-2.239, -5.280, 5.364], [-1.369, -3.987, 1.962], [-0.388, -3.483, 1.425], [-2.432, -4.195, 1.401], [-0.987, -5.269, 7.111], [0.937, -4.230, 5.953], [0.779, -3.644, 3.566], [-3.267, -5.157, 3.489], [-3.079, -5.740, 5.875], [-0.589, -4.748, -5.395], [0.304, -5.855, -4.821], [1.719, -5.301, -4.605], [0.347, -7.042, -5.789], [-0.254, -6.312, -3.466], [5.923, -4.241, -1.795]], "forces_ev_per_angstrom": [[1.0398, 0.3663, -1.2932], [-0.4770, -0.0369, 1.5719], [0.8726, -1.1937, 0.5690], [0.4728, 0.1392, -0.6720], [0.2762, -1.1431, -0.0041], [-0.8161, -0.0059, 0.8211], [-1.9784, -1.5124, 1.1102], [1.9599, 0.0641, -1.7826], [0.2300, 0.5998, -1.5263], [-0.3537, -1.8553, 0.2707], [1.1664, 0.1950, 1.4325], [-1.4064, -0.3062, -0.9741], [-0.2108, 1.6213, -0.3798], [0.5726, 1.5375, 0.1764], [0.2246, -0.7338, 1.6681], [-0.5352, 0.1826, -1.4746], [-1.0095, 1.5721, 0.8920], [0.8508, 0.5651, -1.1461], [1.6150, 0.3059, 1.0738], [-1.3222, -0.3681, 0.4515], [-1.0215, -0.3510, -0.4503], [2.7784, -2.1484, -1.9934], [1.0470, -1.2716, -0.4368], [-1.5355, 0.5795, 1.6399], [-0.7224, 0.0099, 0.8676], [-0.3045, -3.7835, 4.4172], [0.4463, -0.2270, -0.7278], [1.9432, 2.0718, -1.6870], [0.3715, -3.1543, -0.1175], [0.0329, -0.2162, 0.5362], [-0.4156, -0.2588, 0.0486], [-0.6246, -0.2964, 0.4481], [-1.5877, 6.6824, -3.8595], [-0.0616, -0.0314, -0.0468], [-0.0217, -0.0042, -0.0736], [0.0964, 0.0348, -0.0740], [0.0137, 0.0586, 0.0153], [0.0114, 0.0421, 0.0633], [-0.0759, -0.0165, 0.0826], [-0.0716, -0.0344, -0.0292], [-0.0031, -0.0181, -0.0874], [0.0678, -0.0375, -0.0501], [0.0898, -0.0149, 0.0258], [-0.0054, 0.0113, 0.0986], [-0.0581, -0.0200, 0.0494], [-4.6035, 3.2108, -1.1964], [1.0470, -0.8581, 0.0914], [3.9591, -2.3934, 3.5184], [4.2182, 1.4868, 1.3644], [0.1718, 0.2192, 0.3175], [-0.3513, -0.1351, -0.3313], [0.0340, 0.1189, 0.1876], [-0.1556, 0.4697, 0.0299], [-0.2176, 0.2167, -0.2426], [-0.3730, -0.1684, -0.1242], [0.4161, -0.4190, -0.1721], [0.0098, 0.3372, 0.2076], [-0.0777, -0.0466, -0.0555], [0.0912, -0.0975, 0.1124], [-0.0466, -0.0006, -0.1127], [0.0492, -0.0516, 0.2158], [0.1115, 0.0047, -0.0484], [0.1858, -0.0818, 0.1046], [-0.1938, 0.0192, -0.0766], [0.1077, -0.1456, -0.0721], [0.1056, -0.0184, -0.0168], [0.0328, -0.0842, 0.0886], [-0.1046, 0.0336, -0.2559], [-0.0065, 0.0132, -0.0493], [-0.2268, -0.0469, -0.0850], [0.0990, 0.0756, -0.0424], [0.1540, -0.1657, 0.8128], [-0.1587, -0.0217, -0.0457], [0.2236, 0.1302, -0.0930], [-0.5086, -0.1722, -0.4424], [-0.1119, 0.0484, -0.0443], [0.7029, 0.2566, 0.2899], [-0.0025, 0.0178, -0.1361], [-0.0912, -0.0187, -0.1213], [-0.2141, -0.0742, -0.0840], [0.2219, 0.0915, -0.0897], [0.0825, 0.0484, -0.1163], [0.3744, 0.0680, 0.5183], [-0.6538, -0.1794, 0.1554], [-2.5985, -2.4147, -1.5036], [0.4715, 0.2224, 0.4843], [-0.2547, 0.1523, -0.3243], [-3.4793, 2.7528, -2.0607]], "mulliken_charge": [-0.842, -0.362, 0.160, -0.390, -0.536, -0.175, -0.016, -0.220, 0.419, 0.192, 0.178, 0.315, 0.197, 0.435, 0.135, 0.326, 0.262, -0.103, 0.156, 0.186, 0.269, 1.056, -1.070, -0.782, -0.892, 0.413, 0.945, -0.350, -0.659, 0.447, 0.290, -0.184, 0.367, -0.390, -0.365, -0.402, -0.197, -0.569, -0.314, 0.348, 0.350, 0.383, 0.431, 0.377, 0.351, 1.080, -0.556, -0.525, -0.339, -1.376, -0.201, 0.140, -1.080, -0.373, 0.521, -0.194, -0.808, 0.402, 0.364, 0.367, 0.374, 0.287, 0.515, 0.655, 0.435, 0.343, 0.486, -0.160, -0.389, -0.516, -0.250, 0.074, -0.391, -0.457, 1.052, -0.520, -0.594, 0.381, 0.380, 0.457, 0.435, 0.378, -0.507, 0.698, -0.127, -0.556, -0.529, 0.454], "lumo_ev": -2.36, "homo_lumo_gap_ev": 1.3166, "e_tot_ev": -100261.57906, "spin_multiplicity": 1, "total_charge": 0}